The following is a DFT calculation (ωB97M-V/def2-TZVPD) of 2 unconnected molecules or ions with the total composition C17H25FN2O4 at a distorted geometry.

```
49
Properties=species:S:1:pos:R:3:forces:R:3:nbo_charge:R:1
O 2.33803 1.85713 2.27905 0.155 0.782 0.198 -0.5335
C 2.19969 2.97690 1.89209 -0.074 -1.401 -0.510 0.8787
F 2.72088 4.00398 2.58679 -0.446 -0.294 -0.695 -0.3121
C 1.37391 3.21624 0.59314 -0.374 0.289 1.096 -0.5371
C -0.08886 3.39439 1.05835 0.882 0.855 -0.154 0.0094
C -0.91818 2.29227 1.16129 0.740 0.400 -0.303 0.0206
N -2.19262 2.47050 1.61683 -0.093 -0.770 -0.036 -0.4821
C -2.68040 3.68856 1.97937 -0.351 1.173 0.265 0.0018
C -1.91850 4.81476 1.87880 1.117 -0.553 -0.437 -0.2141
C -0.55049 4.69626 1.40158 -1.205 0.303 0.320 -0.1919
C 0.25962 5.95165 1.32937 0.127 0.272 -0.132 0.7399
O 1.45748 6.02728 1.30867 -0.240 -0.300 0.023 -0.5314
O -0.46968 7.14639 1.33056 0.040 -0.898 -0.430 -0.7048
H 1.71613 4.09021 0.02634 -0.095 -0.352 0.207 0.2650
H 1.43673 2.27918 0.02398 0.207 0.379 0.186 0.2555
H -0.54903 1.28622 0.90626 -0.544 0.260 0.172 0.2779
H -2.78063 1.64818 1.67780 0.054 0.189 0.007 0.4343
H -3.69718 3.80389 2.35894 0.302 -0.653 -0.179 0.2290
H -2.30828 5.78570 2.18440 0.067 -0.425 -0.072 0.2470
H -1.10429 7.07257 0.60080 -0.139 0.184 0.333 0.4800
C -1.50113 -1.77562 -2.33452 -0.145 -0.044 -0.329 -0.6045
C -1.10453 -2.65891 -1.13582 -0.387 -0.127 -1.254 0.0971
C -0.58188 -4.01066 -1.64889 0.370 -0.252 0.082 -0.4078
C 0.78890 -3.96655 -2.32595 0.058 -0.074 -0.077 -0.4106
C 1.68326 -2.83398 -1.80963 -0.197 0.020 -0.342 -0.3979
C 1.32754 -2.32057 -0.40424 0.903 -0.062 -0.777 0.0946
N -0.07244 -1.89455 -0.40931 -0.383 -0.208 1.348 -0.0588
O -0.47196 -1.40430 0.75442 0.005 0.462 -0.060 -0.5826
C 2.21284 -1.09294 -0.15575 -0.045 0.245 0.300 -0.5976
C 1.67578 -3.38378 0.64468 -0.176 -0.181 0.335 -0.6290
C -2.37847 -2.96206 -0.34778 0.062 0.258 0.515 -0.5997
H -1.90917 -0.82148 -1.99479 0.066 -0.032 0.124 0.2080
H -2.26457 -2.26137 -2.95080 0.004 -0.038 0.054 0.1966
H -0.64799 -1.55795 -2.97950 0.042 -0.036 0.071 0.2056
H -0.52861 -4.71389 -0.81339 -0.088 0.149 0.102 0.2042
H -1.30553 -4.44813 -2.34240 -0.111 0.168 0.068 0.2127
H 1.28498 -4.92890 -2.17712 -0.056 0.004 0.001 0.2061
H 0.66788 -3.86046 -3.40680 0.029 0.024 0.023 0.2040
H 2.72634 -3.15697 -1.84180 -0.004 0.075 0.207 0.2118
H 1.61948 -1.99968 -2.51535 -0.040 0.110 0.163 0.2016
H 1.96301 -0.28670 -0.85058 -0.071 -0.075 -0.034 0.1977
H 3.26673 -1.34155 -0.30152 -0.058 -0.116 -0.030 0.2028
H 2.10458 -0.71105 0.86035 -0.114 -0.042 -0.037 0.2355
H 2.73771 -3.63592 0.58731 -0.017 0.083 -0.108 0.2070
H 1.11591 -4.31112 0.51296 -0.030 0.050 -0.061 0.2029
H 1.48502 -3.02297 1.65625 -0.124 0.105 -0.090 0.2307
H -3.09746 -3.48331 -0.98389 0.192 -0.024 -0.148 0.2028
H -2.86674 -2.05480 0.00712 0.139 0.008 0.061 0.2174
H -2.17382 -3.60211 0.51232 0.046 0.110 0.033 0.2172
```
Forces are in eV/Å.

Output
net charge = 0
gap between HOMO and LUMO = 2.5670 eV
lowest unoccupied orbital energy = -2.3 eV
highest occupied orbital energy = -4.9 eV

---

The following is a DFT calculation (ωB97M-V/def2-TZVPD) of a molecular structure, C37H39GeN2O3ReS2 at a distorted geometry.

```
85
Properties=species:S:1:pos:R:3:forces:R:3:mulliken_charge:R:1
Re 0.51840 -0.12238 0.66876 -1.836 -0.880 0.581 0.3538
C 4.13293 -1.33022 1.65112 -0.051 0.003 -0.074 -1.8304
C 3.57344 -1.82475 0.35253 0.062 -0.052 0.048 0.6605
C 3.64210 -3.27021 0.07069 -0.083 0.092 0.114 -0.2695
C 3.21421 -3.76063 -1.25285 -0.142 -0.045 0.099 -0.4000
C 2.83970 -2.79225 -2.26623 -0.043 0.322 0.125 -1.2286
C 2.64410 -1.50230 -1.92746 -0.013 -0.434 -0.143 1.6268
C 2.14622 -0.48203 -2.89937 -0.023 -0.037 -0.006 -1.2930
C 2.92345 -1.07339 -0.55477 0.029 -0.261 -0.044 -1.6161
N 2.30614 0.15434 -0.15469 0.128 -1.215 0.290 1.4837
C 2.85593 1.29624 -0.28712 0.560 1.511 -0.082 0.8010
C 4.21500 1.51972 -0.86304 -0.138 0.167 0.029 -2.2608
C 2.01383 2.35594 0.29426 1.493 0.345 -0.774 1.9550
C 2.52513 3.74328 0.39364 0.170 0.122 -0.002 -2.2095
N 0.88484 1.94857 0.73148 -1.282 -0.244 0.229 0.1513
C -0.03101 2.92155 1.28000 0.090 -0.058 0.003 -0.4829
C -0.25824 2.89106 2.64385 -0.157 -0.018 0.346 0.8166
C 0.44080 1.88656 3.51026 0.051 -0.105 0.027 -1.1794
C -1.12224 3.83546 3.18848 -0.050 0.046 -0.110 -1.0618
C -1.72295 4.78938 2.37986 0.119 -0.139 -0.042 -1.1005
C -1.47721 4.78939 1.01427 0.010 -0.067 0.073 -0.6809
C -0.63145 3.84932 0.43520 -0.107 0.160 -0.127 1.0682
C -0.39643 3.84701 -1.05001 -0.043 -0.089 -0.010 -1.2539
H 3.93902 -2.02752 2.46373 -0.028 -0.017 0.030 0.5092
H 3.72681 -0.35704 1.92376 0.008 -0.003 0.003 0.2196
H 5.21722 -1.23097 1.56219 0.048 0.005 -0.001 0.4469
H 4.27696 -3.88594 0.69572 0.032 0.030 -0.030 0.6033
H 3.47789 -4.76920 -1.54382 0.031 0.075 -0.023 0.6161
H 2.70155 -3.13680 -3.27970 0.000 -0.006 -0.053 0.5252
H 1.97517 -0.92909 -3.87353 0.004 -0.016 -0.054 0.4851
H 2.86094 0.33298 -3.01469 0.030 0.046 -0.022 0.2911
H 1.20141 -0.05522 -2.55308 -0.045 -0.004 -0.011 0.1489
H 4.67440 0.58182 -1.16196 0.011 -0.047 -0.006 0.4310
H 4.86453 2.00103 -0.13048 0.008 0.023 0.035 0.4747
H 4.17255 2.17861 -1.73168 -0.023 0.035 -0.009 0.4323
H 3.42175 3.74175 1.01709 0.072 0.001 0.010 0.4871
H 1.80167 4.42301 0.83045 0.030 0.006 -0.009 0.4000
H 2.82685 4.10868 -0.58830 0.033 0.022 -0.032 0.4638
H 1.46533 2.19073 3.72646 0.080 0.007 0.017 0.3344
H 0.50275 0.89390 3.03027 0.019 0.169 0.119 -0.0729
H -0.07689 1.76338 4.45845 -0.013 -0.019 0.061 0.4459
H -1.31250 3.82701 4.25224 -0.015 0.003 0.071 0.4850
H -2.38360 5.52618 2.81121 -0.041 0.042 0.023 0.4564
H -1.95777 5.52166 0.37982 -0.023 0.036 -0.027 0.4987
H -1.18822 4.39338 -1.55788 -0.028 0.006 -0.022 0.4943
H -0.36681 2.83255 -1.45862 -0.014 0.019 -0.001 0.2517
H 0.54066 4.33517 -1.31756 0.059 0.036 -0.016 0.3477
C -3.09659 1.81999 0.12942 -0.007 -0.152 0.438 -1.4762
Ge -1.93649 0.32092 -0.26203 0.595 0.360 -0.961 1.1782
C -1.89090 0.11446 -2.19381 -0.181 -0.209 -0.044 0.8929
C -2.34310 1.18580 -2.97082 0.092 -0.053 0.060 -0.6967
C -2.36179 1.10472 -4.35507 -0.012 0.093 0.033 -0.8354
C -1.93757 -0.05069 -4.98645 0.002 -0.013 -0.112 -0.7327
C -1.50162 -1.12873 -4.23246 0.051 -0.089 0.031 -0.8734
C -1.47393 -1.04807 -2.85000 -0.130 0.186 -0.102 0.2226
C -2.18004 -1.08268 1.02288 -0.091 0.639 0.394 0.6419
C -1.80468 -0.61168 2.27185 -0.077 0.010 0.130 -0.9324
C -1.91405 -1.41136 3.43429 -0.043 0.041 -0.099 -1.1617
C -2.41815 -2.66953 3.31346 -0.015 0.015 -0.003 -0.9662
C -2.86321 -3.17545 2.05832 -0.013 -0.203 0.117 1.2075
C -3.43232 -4.46589 1.95847 -0.004 0.033 -0.046 -0.9337
C -3.88915 -4.93355 0.75661 0.064 0.102 0.007 -0.7456
C -3.80201 -4.12595 -0.39653 0.006 -0.021 0.058 -0.9091
C -3.24920 -2.87691 -0.32773 -0.009 0.078 -0.170 -0.7388
C -2.76090 -2.37549 0.89805 0.253 -0.199 -0.142 0.3537
H -4.10449 1.45433 -0.07751 -0.036 0.016 -0.019 0.6615
H -2.90408 2.68592 -0.48500 0.051 0.153 -0.106 0.4480
H -3.04543 2.10535 1.17787 0.000 0.051 0.044 0.2878
H -2.69790 2.09261 -2.50259 -0.026 0.045 0.016 0.3973
H -2.72300 1.94018 -4.93747 -0.012 0.041 -0.025 0.4620
H -1.96307 -0.11880 -6.06452 -0.001 -0.002 -0.052 0.4298
H -1.19744 -2.04317 -4.72392 0.010 -0.031 -0.015 0.4873
H -1.16133 -1.90798 -2.28764 0.126 -0.184 0.129 0.4714
H -1.45958 0.41347 2.37664 -0.222 0.173 0.051 0.5077
H -1.61740 -1.02246 4.39893 0.021 0.016 0.009 0.5310
H -2.51571 -3.30264 4.18567 -0.030 -0.031 0.031 0.4596
H -3.51032 -5.07242 2.85076 -0.011 -0.025 0.026 0.4656
H -4.32932 -5.91806 0.68905 -0.012 -0.029 -0.004 0.4359
H -4.18421 -4.49470 -1.33821 -0.011 -0.019 -0.016 0.4845
H -3.20195 -2.25557 -1.21954 -0.014 -0.087 0.161 0.4738
O 2.28678 -3.90203 -0.01796 0.306 -0.083 -0.319 -0.2783
S 0.56260 -3.05110 0.45551 -0.050 0.337 0.323 1.3477
O 0.35295 -1.96986 -0.54054 -0.079 -0.185 0.049 -0.4511
O -0.21589 -4.22389 0.38671 0.226 0.032 -0.101 -0.5196
S 0.88615 -1.92884 2.10633 0.309 -0.376 -0.369 -0.4219
```
Forces are in eV/Å.

Output
net charge = +2
gap between HOMO and LUMO (spin up / spin down) = 5.7590 / 5.7285 eV
lowest unoccupied orbital energy (spin up / spin down) = -7.4 / -7.4 eV
highest occupied orbital energy (spin up / spin down) = -13.2 / -13.2 eV

---

The following is a DFT calculation (ωB97M-V/def2-TZVPD) of C5H8N2 in the gas phase at a distorted geometry.

```
15
Properties=species:S:1:pos:R:3:forces:R:3:nbo_charge:R:1
C 0.63606 1.31380 -0.23938 -0.084 0.018 -0.102 -0.6300
C -0.20993 0.11673 0.18389 0.241 0.271 -0.465 0.0896
C -0.63288 -0.80026 -0.93468 -0.261 -0.057 -0.175 -0.5109
C 0.51108 -1.41936 -1.62295 0.726 -0.354 -0.454 0.2904
N 1.41353 -1.89409 -2.17064 -0.935 0.504 0.607 -0.3270
C -0.02699 -0.46858 1.52139 -0.072 -0.493 -0.436 -0.2680
N -1.20870 0.35189 1.20983 0.128 -0.036 0.188 -0.5815
H 1.50697 1.03458 -0.84396 -0.173 -0.102 0.137 0.2325
H 0.01730 1.98460 -0.85283 0.118 -0.130 0.092 0.2153
H 0.99905 1.90393 0.61405 -0.156 -0.302 -0.079 0.2163
H -1.22001 -0.23749 -1.66071 -0.059 -0.104 -0.170 0.2484
H -1.26422 -1.58646 -0.51483 -0.009 0.044 -0.145 0.2611
H 0.87493 -0.06347 1.91873 0.180 0.274 1.203 0.1995
H -0.26037 -1.52089 1.73123 0.297 0.510 -0.166 0.2061
H -1.13972 1.29419 1.58047 0.060 -0.041 -0.036 0.3579
```
Forces are in eV/Å.

Output
SMILES string = C[C@@]1(CC#N)CN1
net charge = 0
gap between HOMO and LUMO = 11.0083 eV
lowest unoccupied orbital energy = 0.9 eV
highest occupied orbital energy = -10.1 eV

---

The following is a DFT calculation (ωB97M-V/def2-TZVPD) of 2 unconnected molecules or ions with the total composition CH3BrClN at a distorted geometry.

```
7
Properties=species:S:1:pos:R:3:forces:R:3:nbo_charge:R:1
C -0.24643 -0.19109 -0.46087 0.545 1.217 2.726 0.1265
N 0.82303 -0.28816 0.35814 -0.407 0.335 -2.833 -0.7263
Cl -1.00989 2.15750 0.26082 0.319 -1.049 -0.575 -0.6520
Br -1.81628 -1.11165 -0.02740 0.573 -0.056 -0.038 0.1743
H -0.22806 0.13827 -1.46633 0.443 0.487 -0.567 0.2361
H 0.73425 -0.86260 1.14345 -0.149 -0.641 1.409 0.4078
H 1.74337 0.15773 0.19218 -1.323 -0.292 -0.122 0.4336
```
Forces are in eV/Å.

Output
net charge = 0
gap between HOMO and LUMO = 8.2721 eV
lowest unoccupied orbital energy = -0.6 eV
highest occupied orbital energy = -8.9 eV

---

Q: What is the net charge in the fourth record?
A: 0